# C4H8N2S2

A single C4H8N2S2 molecule at a distorted geometry (the ωB97M-V functional and the def2-TZVPD basis, the Open Molecules 2025 dataset).

Positions of all 16 atoms, in Å:
C: -0.71569 -0.46919 -0.70923
C: -1.28824 0.05049 0.66211
C: -0.00814 0.34137 1.41226
C: 0.43701 0.47201 -0.87000
H: 0.47885 -2.13442 -0.25608
H: -0.39783 -1.99856 -1.91425
H: -1.57471 -0.44047 -1.54600
H: -2.01598 -0.70210 1.13568
H: -1.97424 0.94514 0.63400
H: 0.13354 -0.69243 1.99963
H: -0.08445 1.39828 2.02234
H: 2.87986 1.25488 -0.58528
N: -0.33803 -1.77498 -0.75936
N: 0.96953 0.68537 0.33918
S: 2.20940 1.84134 0.58850
S: 1.28911 1.22325 -2.15350

The relative energy (zero: lowest compared OMol25 entry of this formula, charge and spin) is 67.9 kcal per mole. Its energy is -1062.9875 Eh. Its frontier orbital gap is 8.474 eV.

And the Löwdin charges, in e, turn out to be:
1 C -0.491
2 C -0.166
3 C -0.218
4 C -0.775
5 H 0.094
6 H 0.190
7 H 0.185
8 H 0.134
9 H 0.123
10 H 0.154
11 H 0.153
12 H -0.100
13 N 0.018
14 N -0.565
15 S 0.713
16 S 0.551

---

# C9H17I2LaNO4S

A molecular structure, C9H17I2LaNO4S at a distorted geometry (the ωB97M-V functional and the def2-TZVPD basis, the Open Molecules 2025 dataset).

Positions of all 35 atoms, in Å:
C: 0.58953 -3.33429 0.03026
C: -0.65983 -2.42557 0.05217
C: -0.29962 -1.05729 0.64779
I: 0.02316 -1.37468 2.75360
C: -1.36435 0.04419 0.36432
C: -1.13541 0.61854 -1.04192
C: -0.14705 1.78416 -1.20403
C: 1.31430 1.35281 -1.51999
C: 2.29474 1.83644 -0.46041
N: 3.58006 1.01573 -0.44220
O: -2.60722 -0.71954 0.20944
S: -3.76197 -0.25890 1.22067
O: -4.50912 0.77773 0.65688
O: -4.43308 -1.34002 1.78004
O: -2.67009 0.29899 2.30917
C: -1.76449 0.99497 1.49279
I: -0.29847 2.03970 2.60530
H: 0.78401 -3.78902 0.99241
H: 0.42741 -4.08550 -0.73072
H: 1.43959 -2.73909 -0.30589
H: -0.99155 -2.32582 -0.97405
H: -1.39291 -2.91918 0.67227
H: 0.63047 -0.77138 0.17268
H: -2.10783 0.94780 -1.39018
H: -0.81965 -0.18648 -1.69398
H: -0.16147 2.49536 -0.38536
H: -0.47045 2.33750 -2.07590
H: 1.39703 0.27986 -1.68025
H: 1.61284 1.82371 -2.45032
H: 2.55337 2.87824 -0.60585
H: 1.85478 1.74794 0.52715
H: 3.39883 0.10977 0.01354
H: 4.19072 1.54899 0.22209
H: -2.35823 1.78720 1.02869
La: 5.86196 0.60713 -0.79021

Its energy is -1732.6737 Eh. Its frontier orbital gap is 2.028 eV. As for the net charge: +3.

And the Löwdin charges, in e, turn out to be:
1 C -0.098
2 C -0.281
3 C -0.593
4 I 1.207
5 C -0.492
6 C -0.078
7 C -0.139
8 C -0.165
9 C -0.184
10 N -0.220
11 O -0.172
12 S 0.618
13 O -0.148
14 O -0.131
15 O -0.260
16 C -0.789
17 I 1.169
18 H 0.060
19 H 0.090
20 H 0.056
21 H 0.127
22 H 0.113
23 H 0.054
24 H 0.148
25 H 0.130
26 H 0.080
27 H 0.129
28 H 0.108
29 H 0.121
30 H 0.142
31 H 0.052
32 H 0.097
33 H 0.003
34 H 0.106
35 La 2.141

---

# C3H5N4

2 unconnected molecules or ions with the total composition C3H5N4 at a distorted geometry (the ωB97M-V functional and the def2-TZVPD basis, the Open Molecules 2025 dataset).

Positions of all 12 atoms, in Å:
C: -1.13176 0.81961 1.77692
C: -2.10091 1.23355 2.58241
C: 1.63091 -1.10515 -1.92993
N: -0.39691 0.10262 1.10304
N: 0.24036 0.84450 -1.85500
N: 0.31950 -0.55180 0.43594
N: 0.73071 -0.08895 -1.44214
H: -2.82490 1.86025 2.01228
H: -1.90096 1.02473 3.58734
H: 2.52680 -0.54484 -2.28868
H: 1.08717 -1.64063 -2.72270
H: 1.81999 -1.95391 -1.25949

The relative energy (zero: lowest compared OMol25 entry of this formula, charge and spin) is 136.2 kcal per mole. Its energy is -335.8557 Eh. Its frontier orbital gap (alpha / beta) is 7.348 / 7.350 eV. As for the net charge: +1.

And the Löwdin charges, in e, turn out to be:
1 C -0.043
2 C 0.158
3 C 0.000
4 N -0.028
5 N 0.316
6 N 0.181
7 N -0.127
8 H 0.115
9 H 0.075
10 H 0.133
11 H 0.119
12 H 0.102

---

# C7H13N3

A single C7H13N3 molecule at a distorted geometry (the ωB97M-V functional and the def2-TZVPD basis, the Open Molecules 2025 dataset).

Positions of all 23 atoms, in Å:
N: -0.88762 -0.36064 0.19049
C: -0.73088 0.90918 -0.11580
C: -0.05407 -2.50192 0.44245
C: 0.15046 -1.24482 -0.03488
N: 0.87787 -3.49386 0.25733
N: -2.05443 2.25592 1.50846
C: -1.91914 1.80942 0.08910
C: 0.53428 1.53408 -0.64586
C: 1.39379 -0.82692 -0.71811
C: 1.72126 0.62957 -0.42156
H: -1.01413 -2.72002 0.94450
H: 1.64339 -3.32191 -0.39431
H: 0.53463 -4.47867 0.37924
H: -2.03007 1.47635 2.16402
H: -2.83712 2.87381 1.66264
H: -2.79245 1.31760 -0.28047
H: -1.82504 2.69700 -0.54546
H: 0.73359 2.48851 -0.13365
H: 0.43454 1.68308 -1.69707
H: 1.25944 -0.90171 -1.80277
H: 2.26129 -1.41293 -0.42686
H: 2.57440 0.86864 -1.03080
H: 2.02602 0.72026 0.60937

The relative energy (zero: lowest compared OMol25 entry of this formula, charge and spin) is 12.6 kcal per mole. Its energy is -438.7643 Eh. Its frontier orbital gap is 8.106 eV.

And the Löwdin charges, in e, turn out to be:
1 N 0.131
2 C -0.268
3 C -0.144
4 C -0.335
5 N 0.036
6 N 0.000
7 C -0.233
8 C -0.141
9 C -0.158
10 C -0.199
11 H 0.125
12 H 0.078
13 H 0.111
14 H 0.062
15 H 0.051
16 H 0.088
17 H 0.107
18 H 0.128
19 H 0.110
20 H 0.128
21 H 0.104
22 H 0.104
23 H 0.115

---

# C4H7N2

A molecular structure, C4H7N2 at a distorted geometry (the ωB97M-V functional and the def2-TZVPD basis, the Open Molecules 2025 dataset).

Positions of all 13 atoms, in Å:
C: 1.86785 -0.30751 0.17326
C: -1.69235 -0.43445 -0.39540
C: -0.12929 1.18429 0.08024
C: -0.58622 -0.70475 0.55696
N: -1.41020 0.54796 0.63337
N: 0.62684 0.00300 0.24283
H: 2.25189 -1.39424 0.31481
H: 2.43066 0.47388 -0.01150
H: -1.56859 -0.34963 -1.52502
H: -2.62918 -0.99475 -0.12170
H: -0.17025 1.54272 -0.95426
H: 0.14541 1.95830 0.82400
H: -0.63877 -1.57194 1.11212

The relative energy (zero: lowest compared OMol25 entry of this formula, charge and spin) is 110.2 kcal per mole. Its energy is -265.7329 Eh. Its frontier orbital gap is 9.566 eV. As for the net charge: +1.

And the Löwdin charges, in e, turn out to be:
1 C 0.250
2 C -0.077
3 C -0.070
4 C -0.162
5 N 0.075
6 N -0.039
7 H 0.182
8 H 0.070
9 H 0.156
10 H 0.149
11 H 0.157
12 H 0.166
13 H 0.142

---

# C4H12O

2 unconnected molecules or ions with the total composition C4H12O at a distorted geometry (the ωB97M-V functional and the def2-TZVPD basis, the Open Molecules 2025 dataset).

Positions of all 17 atoms, in Å:
C: 0.62153 1.29073 -1.12361
C: 0.24548 1.62046 -2.54436
O: 0.44383 -0.10564 -0.81210
H: 1.57896 1.59613 -0.79269
H: -0.04762 1.76676 -0.43160
H: -0.50060 0.94217 -2.95341
H: 1.17747 -0.58660 -1.22358
H: 1.10484 1.53835 -3.21505
H: -0.08918 2.65081 -2.65986
C: -1.25763 -0.89955 2.27442
C: -0.06019 -1.82531 2.17704
H: -1.00638 0.16025 2.12485
H: -1.74671 -0.88985 3.24104
H: -1.94192 -1.11660 1.45388
H: 0.59667 -1.87652 3.04645
H: -0.44945 -2.83977 2.02610
H: 0.56916 -1.64445 1.30849

The relative energy (zero: lowest compared OMol25 entry of this formula, charge and spin) is 14.3 kcal per mole. Its energy is -234.8098 Eh. Its frontier orbital gap is 11.490 eV.

And the Löwdin charges, in e, turn out to be:
1 C -0.304
2 C -0.087
3 O -0.097
4 H 0.097
5 H 0.101
6 H 0.077
7 H 0.085
8 H 0.068
9 H 0.072
10 C -0.175
11 C -0.175
12 H 0.057
13 H 0.056
14 H 0.064
15 H 0.060
16 H 0.062
17 H 0.040

---

Ordered molecular weight results: 148.26 628.02 97.10 139.20 83.11 76.14; unit Da.